1.
Entry from the OMol25 dataset: a molecular structure, C33H44KN4S4 (ωB97M-V/def2-TZVPD).

Output
F_max: 0.4 eV/A
ΔE to the lowest compared entry with this formula, charge and spin: 0.00 kcal per mole
HOMO energy: -8.951 eV
net charge: +1

Structure (XYZ):
```
86
C33H44KN4S4 | the OMol25 dataset | ωB97M-V/def2-TZVPD
K -0.4321 -0.3344 -0.2405
C 3.3954 1.0771 -1.4606
C 2.9335 2.4925 -1.1320
S 1.1549 2.6985 -1.3946
C 0.7909 4.0919 -0.2947
C 1.1519 3.8921 1.1790
S 0.8001 2.1783 1.6538
C 1.1051 2.2091 3.4408
C 2.2150 1.2349 3.8295
S 1.9594 -0.4202 3.1202
C 3.5633 -0.6834 2.3207
C 3.8795 0.2266 1.1366
S 2.8820 -0.2151 -0.3028
H 4.4854 1.0746 -1.5290
H 3.0209 0.7635 -2.4365
H 3.4762 3.2011 -1.7601
H 3.1597 2.7239 -0.0914
H -0.2900 4.2193 -0.3830
H 1.2572 5.0057 -0.6657
H 0.5706 4.5969 1.7751
H 2.2072 4.1144 1.3466
H 0.1800 1.9458 3.9540
H 1.3709 3.2210 3.7498
H 2.2711 1.1608 4.9164
H 3.1759 1.6105 3.4778
H 3.5586 -1.7288 2.0066
H 4.3486 -0.5848 3.0713
H 4.9385 0.1228 0.8901
H 3.6938 1.2672 1.4082
C -2.5420 0.0237 4.3308
C -2.8938 -1.2730 4.6659
C -2.6869 -2.2789 3.7386
C -2.1212 -1.9564 2.5064
N -1.7439 -0.7155 2.1979
C -1.9707 0.2447 3.0875
C -1.9272 -2.9985 1.4632
C -2.8227 -4.0587 1.3524
C -2.6205 -5.0098 0.3678
C -1.5333 -4.8710 -0.4782
C -0.7077 -3.7707 -0.3068
N -0.8900 -2.8505 0.6352
H -2.6994 0.8471 5.0140
H -3.3241 -1.4983 5.6328
H -2.9415 -3.3034 3.9698
H -1.6833 1.2447 2.7775
H -3.6786 -4.1168 2.0097
H -3.3052 -5.8401 0.2566
H -1.3298 -5.5880 -1.2610
H 0.1431 -3.6212 -0.9640
C 2.7411 -0.6639 -6.6739
C 2.0848 -0.7176 -5.3277
C 1.0720 0.1642 -4.9675
C 0.4886 0.0595 -3.7143
N 0.8530 -0.8422 -2.8059
C 1.8140 -1.6986 -3.1559
C 2.4509 -1.6746 -4.3835
H 2.5024 0.2608 -7.1962
H 2.4036 -1.4977 -7.2919
H 3.8244 -0.7431 -6.5831
H 0.7338 0.9287 -5.6551
H -0.3101 0.7331 -3.4211
H 2.1039 -2.4273 -2.4068
H 3.2292 -2.3956 -4.5989
C -3.9532 4.8146 -1.1849
N -3.7290 3.3660 -1.3880
C -2.7792 3.0998 -2.5057
C -3.2984 2.6471 -0.1060
C -3.7436 1.2129 -0.1825
C -4.9038 0.8640 0.5176
C -5.4092 -0.4187 0.4023
C -4.7494 -1.3203 -0.4245
C -3.5948 -0.9410 -1.0983
C -3.0098 0.3386 -1.0074
H -4.2335 5.2774 -2.1284
H -3.0272 5.2566 -0.8229
H -4.7401 4.9586 -0.4485
H -4.6143 2.9177 -1.6331
H -1.8576 3.6442 -2.3045
H -3.2203 3.4482 -3.4373
H -2.5881 2.0197 -2.4992
H -3.7661 3.1929 0.7147
H -2.2144 2.7573 -0.0504
H -5.4065 1.5864 1.1568
H -6.3033 -0.7091 0.9390
H -5.1392 -2.3265 -0.5399
H -3.1205 -1.7042 -1.7161
```



2.
Entry from the OMol25 dataset: a molecular structure, C33H44N4NiP2 (ωB97M-V/def2-TZVPD).

Output
multiplicity: 3
F_max: 4.9 eV/A
HOMO energy (alpha / beta): -5.261 / -8.212 eV

Structure (XYZ):
```
84
C33H44N4NiP2 | the OMol25 dataset | ωB97M-V/def2-TZVPD
Ni -0.2416 -1.6137 -1.2939
C -0.8871 2.6580 3.6587
C -1.3529 1.6735 2.8728
C -0.9916 1.2956 1.4841
C 0.3883 0.6248 1.1643
C 1.6155 1.2578 1.7388
C 1.8100 2.5530 1.9592
C 0.7944 3.6500 1.9446
C 0.0724 3.7534 3.2919
C 1.1139 -2.9222 2.7229
H -1.4421 2.8183 4.6021
H -1.9489 0.9030 3.3692
H -1.1575 2.1470 0.8113
H -1.7147 0.5337 1.1406
H 0.3512 -0.4174 1.4426
H 0.4071 0.5886 0.0643
H 2.5019 0.5935 1.7543
H 2.8592 2.8314 2.1946
H 0.0705 3.5189 1.1159
H 1.3191 4.6023 1.7531
H 0.8507 3.8210 4.1023
H -0.5458 4.6750 3.2513
H 0.7710 -3.9609 2.9924
H 2.2215 -2.8394 2.8666
H 0.9319 -2.7285 1.6279
P 1.5868 -1.1287 -2.1539
P -2.0597 -0.5042 -1.8110
N 2.8397 -0.0120 -2.3372
N 2.2123 -2.4081 -3.1236
N -2.2194 1.2352 -2.4411
N -3.6576 -0.8858 -2.6180
C 0.3310 -0.4060 -3.1790
C -1.0539 -1.1155 -3.1683
C 4.0321 0.0137 -1.6106
C 4.9160 0.8251 -2.3473
C 4.2608 1.2639 -3.5545
C 2.9937 0.7173 -3.5327
C 2.4682 -3.7226 -2.7511
C 2.8670 -4.4230 -3.8924
C 2.8152 -3.5047 -5.0036
C 2.3918 -2.2758 -4.5100
C -2.8153 2.2925 -1.7265
C -2.6875 3.4770 -2.4691
C -2.0297 3.1340 -3.6777
C -1.7773 1.7634 -3.6572
C -4.3598 -0.2801 -3.6773
C -5.2640 -1.2001 -4.2000
C -5.1015 -2.4181 -3.4698
C -4.1048 -2.2027 -2.5276
H 0.6644 -0.4261 -4.2324
H 0.2640 0.6497 -2.8397
H -1.5665 -0.9767 -4.1357
H -0.9809 -2.2232 -2.9595
H 4.1356 -0.4819 -0.6581
H 5.9005 1.0823 -2.0661
H 4.6417 1.9010 -4.3440
H 2.1951 0.8172 -4.2479
H 2.3233 -4.0358 -1.7312
H 3.1620 -5.4587 -3.9342
H 3.0410 -3.6717 -6.0408
H 2.2303 -1.3216 -4.9893
H -3.2605 2.1012 -0.7566
H -3.0015 4.4733 -2.1806
H -1.7676 3.8010 -4.4788
H -1.2847 1.1517 -4.4127
H -4.2026 0.7434 -3.9907
H -5.9438 -1.0099 -5.0168
H -5.6365 -3.3439 -3.6239
H -3.6817 -2.8773 -1.7989
C -1.4325 0.1393 5.9831
C -0.1503 -0.6442 5.7799
C 1.1082 0.2295 5.9058
C -0.0885 -1.7941 6.7843
C -0.1162 -1.2169 4.3762
C 0.3263 -1.9031 3.4551
H -1.5084 0.5098 7.0091
H -2.2899 -0.5180 5.7627
H -1.4597 1.0058 5.3099
H 1.1160 0.7282 6.8833
H 1.9729 -0.4496 5.8164
H 1.1203 0.9685 5.0820
H -0.9595 -2.4601 6.6562
H 0.8376 -2.3737 6.6431
H -0.0889 -1.3670 7.7979
```



3.
Entry from the OMol25 dataset: a molecular structure, C33H44N4SSbY (ωB97M-V/def2-TZVPD).

Output
F_max: 1.8 eV/A
ΔE to the lowest compared entry with this formula, charge and spin: 33.57 kcal per mole
HOMO energy: -13.008 eV
net charge: +2

Structure (XYZ):
```
84
C33H44N4SSbY | the OMol25 dataset | ωB97M-V/def2-TZVPD
Y -0.2410 0.0739 0.0986
C 1.7049 -2.8185 -1.7017
C 0.8489 -3.3383 -0.5219
N -0.2801 -2.4859 -0.0995
C -1.0149 -3.1242 1.0096
C -1.9842 -2.1540 1.6812
N -1.3589 -0.8553 2.0356
C -0.5702 -0.8857 3.2981
C 0.8852 -1.3617 3.1694
C 1.9024 -0.2627 2.8713
N 1.9316 0.1351 1.4394
C 2.9278 -0.6464 0.6733
C 2.9587 -0.1688 -0.7722
N 1.6184 -0.2619 -1.3938
C 1.4665 -1.4309 -2.3039
H 1.5731 -3.4981 -2.5448
H 2.7542 -2.9027 -1.4116
H 1.4876 -3.4776 0.3532
H 0.4800 -4.3349 -0.7850
H -0.9267 -2.4275 -0.8864
H -0.2968 -3.5001 1.7380
H -1.5834 -3.9951 0.6680
H -2.3950 -2.6398 2.5707
H -2.8106 -1.9441 0.9982
H -2.1398 -0.2342 2.2279
H -1.0899 -1.5169 4.0234
H -0.5653 0.1305 3.6976
H 0.9767 -2.1388 2.4083
H 1.1643 -1.8153 4.1207
H 2.8944 -0.6072 3.1745
H 1.6717 0.6191 3.4708
H 2.2655 1.0939 1.4221
H 2.6601 -1.7034 0.7203
H 3.9283 -0.5317 1.0998
H 3.6901 -0.7492 -1.3380
H 3.2876 0.8720 -0.7918
H 1.5090 0.5488 -1.9983
H 2.1843 -1.3379 -3.1251
H 0.4659 -1.3706 -2.7263
C -1.3078 2.2024 0.9082
C -2.2589 2.2664 -0.1212
C -1.5934 2.5305 -1.3328
C -0.2289 2.6489 -1.0730
C -0.0138 2.4330 0.3183
H -1.5190 2.2918 1.9660
H -3.3301 2.1899 -0.0028
H -2.0734 2.6259 -2.2946
H 0.5306 2.9618 -1.7765
H 0.8230 2.8449 0.8675
S -1.9266 -0.5238 -1.9707
Sb -3.1080 -1.7766 -3.5162
C -2.0164 -3.5299 -4.0310
C -1.7279 -4.4719 -3.0489
C -1.0052 -5.6056 -3.3887
C -0.5796 -5.7924 -4.6982
C -0.8766 -4.8503 -5.6737
C -1.6011 -3.7129 -5.3435
C -4.9301 -2.2425 -2.5366
C -5.5943 -1.2060 -1.8907
C -6.7635 -1.4858 -1.2006
C -7.2492 -2.7870 -1.1553
C -6.5764 -3.8127 -1.8043
C -5.4093 -3.5452 -2.5062
C -3.2648 -0.4388 -5.1502
C -4.5054 0.0664 -5.5138
C -4.5668 1.0419 -6.4993
C -3.4033 1.4940 -7.1041
C -2.1683 0.9733 -6.7370
C -2.0919 0.0039 -5.7494
H -2.0797 -4.3323 -2.0308
H -0.7856 -6.3535 -2.6374
H -0.0233 -6.6819 -4.9620
H -0.5542 -5.0046 -6.6947
H -1.8414 -2.9808 -6.1060
H -5.2008 -0.1962 -1.9215
H -7.2986 -0.6875 -0.7035
H -8.1616 -3.0004 -0.6145
H -6.9657 -4.8217 -1.7741
H -4.8903 -4.3409 -3.0280
H -5.4116 -0.2961 -5.0428
H -5.5258 1.4446 -6.7967
H -3.4561 2.2586 -7.8676
H -1.2658 1.3214 -7.2215
H -1.1305 -0.3971 -5.4479
```



Which of these has the lowest F_max?
C33H44KN4S4



Look up the F_max of the first one.
0.4 eV/A